Record 1
Molecular formula: C9H12O
Method: DFT, ωB97M-V/def2-TZVPD

Values from the calculation:
- HOMO level (spin up / spin down) (eV) = -8.5675 / -8.5979
- energy above the lowest of the compared OMol25 structures with the same formula, charge and spin (kcal/mol) = 148.8
- LUMO energy (spin up / spin down) (hartree) = -0.028 / -0.029
- gap between HOMO and LUMO (spin up / spin down) (eV) = 7.800 / 7.816
- largest force on an atom (hartree/bohr) = 0.081

Geometry as ORCA input:
```
! wB97M-V def2-TZVPD RIJCOSX def2/J DEFGRID3
* xyz 0 1
C 2.312 1.719 -0.164
C 1.120 2.104 -0.276
C 2.559 0.319 0.047
C -0.031 1.342 0.041
C 1.187 -0.322 -0.059
C -0.541 1.438 1.490
C -1.176 1.162 -0.923
C 1.125 -0.932 -1.467
C 0.809 -1.443 0.968
O 3.622 -0.254 0.101
H -0.966 0.540 1.887
H -1.280 2.170 1.302
H 0.192 1.811 2.313
H -1.926 1.901 -1.127
H -1.749 0.213 -0.674
H -0.685 1.084 -1.866
H 1.091 -0.263 -2.271
H 0.205 -1.542 -1.596
H 2.012 -1.411 -1.842
H -0.249 -1.637 0.716
H 1.017 -1.172 2.113
H 1.173 -2.369 0.749
*
```

***

Record 2
Molecular formula: C2H11NO2
Method: DFT, ωB97M-V/def2-TZVPD

Values from the calculation:
- HOMO level (eV) = -9.8704
- energy above the lowest of the compared OMol25 structures with the same formula, charge and spin (kcal/mol) = 70.0
- structure (SMILES) = CNC.O.O
- LUMO energy (hartree) = 0.025
- gap between HOMO and LUMO (eV) = 10.564
- largest force on an atom (hartree/bohr) = 0.138

Geometry as ORCA input:
```
! wB97M-V def2-TZVPD RIJCOSX def2/J DEFGRID3
* xyz 0 1
C 1.172 -0.490 -0.115
N 0.278 -1.618 0.483
C -0.909 -1.039 1.060
H 0.437 0.310 -0.555
H 1.865 0.125 0.245
H 1.693 -1.090 -0.877
H 1.031 -1.989 1.170
H -1.576 -0.602 0.260
H -0.797 -0.319 1.803
H -1.456 -1.839 1.467
H -1.818 1.462 0.840
H -0.383 1.672 0.519
O -1.235 2.019 0.520
H 0.354 1.804 -2.102
H 0.632 0.425 -2.060
O 0.713 1.168 -2.659
*
```

***

Record 3
Molecular formula: C20H40Cl20
Method: DFT, ωB97M-V/def2-TZVPD

Values from the calculation:
- HOMO level (eV) = -10.5001
- energy above the lowest of the compared OMol25 structures with the same formula, charge and spin (kcal/mol) = 21.4
- structure (SMILES) = ClCCCl.ClCCCl.ClCCCl.ClCCCl.ClCCCl.ClCCCl.ClCCCl.ClCCCl.ClCCCl.ClCCCl
- LUMO energy (hartree) = 0.012
- gap between HOMO and LUMO (eV) = 10.821
- largest force on an atom (hartree/bohr) = 0.039

Geometry as ORCA input:
```
! wB97M-V def2-TZVPD RIJCOSX def2/J DEFGRID3
* xyz 0 1
Cl 8.693 10.131 18.048
C 7.600 9.061 18.951
C 7.125 7.849 18.164
Cl 6.158 8.348 16.788
H 6.749 9.612 19.349
H 8.167 8.773 19.837
H 6.509 7.231 18.814
H 7.968 7.277 17.784
Cl 7.102 6.400 20.799
C 6.214 6.711 22.340
C 6.933 7.782 23.144
Cl 6.802 9.402 22.463
H 6.079 5.732 22.792
H 5.217 7.088 22.122
H 7.959 7.484 23.356
H 6.480 7.737 24.139
Cl -0.209 6.470 18.959
C -1.172 7.950 19.280
C -2.027 7.748 20.533
Cl -1.062 8.064 21.997
H -1.791 8.167 18.414
H -0.508 8.780 19.507
H -2.421 6.734 20.524
H -2.882 8.421 20.497
Cl -2.320 6.731 15.582
C -0.643 6.116 15.443
C -0.735 4.661 15.031
Cl 0.863 3.877 14.877
H -0.124 6.220 16.387
H -0.224 6.705 14.632
H -1.191 4.534 14.055
H -1.286 4.165 15.829
Cl 5.503 5.235 13.375
C 4.296 5.773 14.547
C 3.905 7.202 14.365
Cl 2.563 7.577 15.486
H 4.808 5.693 15.511
H 3.477 5.065 14.659
H 3.570 7.536 13.383
H 4.741 7.869 14.566
Cl 3.825 3.658 17.249
C 2.941 4.699 18.364
C 3.814 5.913 18.643
Cl 3.204 6.810 20.102
H 2.872 4.140 19.299
H 1.941 4.917 18.007
H 3.729 6.619 17.819
H 4.831 5.615 18.863
Cl 6.062 2.943 23.509
C 6.326 2.361 21.836
C 5.138 1.519 21.369
Cl 3.631 2.475 21.398
H 7.277 1.833 21.847
H 6.490 3.211 21.174
H 4.970 0.742 22.109
H 5.382 1.141 20.381
Cl 9.104 1.831 15.069
C 8.511 3.010 16.243
C 7.716 2.435 17.397
Cl 7.046 3.692 18.427
H 7.978 3.820 15.746
H 9.373 3.503 16.698
H 8.335 1.839 18.068
H 6.888 1.778 17.132
Cl 3.106 11.735 22.739
C 2.163 10.238 22.541
C 2.926 8.960 22.745
Cl 3.457 8.844 24.444
H 1.734 10.227 21.537
H 1.310 10.325 23.211
H 3.715 8.854 21.996
H 2.311 8.101 22.464
Cl 5.088 1.842 13.647
C 3.918 0.760 14.330
C 4.328 0.292 15.719
Cl 5.901 -0.506 15.765
H 3.726 -0.092 13.675
H 2.964 1.282 14.420
H 3.552 -0.270 16.234
H 4.422 1.212 16.302
*
```

***

Record 4
Molecular formula: C6H39N2O11
Method: DFT, ωB97M-V/def2-TZVPD

Values from the calculation:
- HOMO level (spin up / spin down) (eV) = -2.1521 / -8.5420
- energy above the lowest of the compared OMol25 structures with the same formula, charge and spin (kcal/mol) = 0.0
- LUMO energy (spin up / spin down) (hartree) = -0.004 / -0.007
- gap between HOMO and LUMO (spin up / spin down) (eV) = 2.055 / 8.353
- largest force on an atom (hartree/bohr) = 0.048

Geometry as ORCA input:
```
! wB97M-V def2-TZVPD RIJCOSX def2/J DEFGRID3
* xyz 0 2
N -0.568 1.641 1.613
C -0.152 1.892 0.158
C -0.126 3.393 -0.094
C -1.180 1.298 -0.813
N -1.783 0.034 -0.329
C -1.266 -2.117 -1.436
C -0.917 -1.196 -0.287
C 0.579 -1.065 -0.086
H -0.309 2.473 2.138
H -1.602 1.423 1.606
H -0.150 0.797 2.094
H 0.902 1.519 0.050
H 0.554 3.612 -0.947
H -1.082 3.767 -0.470
H 0.234 4.014 0.710
H -0.649 1.064 -1.735
H -1.986 1.959 -1.092
H -2.582 -0.177 -0.914
H -0.748 -3.076 -1.406
H -0.976 -1.705 -2.422
H -2.334 -2.365 -1.375
H -1.298 -1.688 0.589
H 0.965 -2.079 -0.153
H 1.000 -0.453 -0.904
H 0.788 -0.550 0.853
H 2.729 -1.049 -2.787
H 2.916 -2.650 -2.875
O 2.745 -1.898 -2.306
H 1.316 -0.314 3.424
H 0.784 0.419 4.669
O 1.066 0.577 3.762
H 0.155 2.414 -4.196
H -0.292 3.694 -3.541
O -0.464 2.744 -3.522
H 2.580 -1.921 2.435
H 1.138 -2.562 2.688
O 1.756 -1.850 2.912
H -3.826 1.730 2.054
H -3.545 0.655 3.156
O -3.121 1.301 2.563
H 2.873 0.382 0.036
H 3.181 1.826 -0.125
O 2.597 1.148 -0.500
H -3.518 1.450 -3.768
H -2.007 1.796 -3.287
O -2.796 1.245 -3.176
H 1.805 0.964 -2.678
H 1.016 -0.335 -3.088
O 1.626 0.343 -3.396
H -0.169 -4.182 1.958
H -0.686 -2.683 1.792
O -0.042 -3.354 1.489
H -2.027 -0.905 2.256
H -2.733 -2.152 2.951
O -1.899 -1.687 2.811
H 3.921 -2.219 0.768
H 3.042 -1.936 -0.583
O 3.120 -1.851 0.391
*
```

***

Record 5
Molecular formula: C28H30BF6IO9
Method: DFT, ωB97M-V/def2-TZVPD

Values from the calculation:
- HOMO level (eV) = -9.1218
- structure (SMILES) = CC[C@H](C)c1cc(I)c2c(c1)C(=O)c1c(CCO)cc(B(O)O)cc1C2=O.CCOC(=O)C(F)(F)F.CCOC(=O)C(F)(F)F
- LUMO energy (hartree) = -0.031
- gap between HOMO and LUMO (eV) = 8.276
- largest force on an atom (hartree/bohr) = 0.043

Geometry as ORCA input:
```
! wB97M-V def2-TZVPD RIJCOSX def2/J DEFGRID3
* xyz 0 1
C 3.551 1.830 0.812
C 3.750 0.649 1.753
C 3.673 -0.736 1.098
C 4.447 -0.750 -0.220
C 2.238 -1.200 0.880
C 1.982 -2.275 -0.002
C 0.687 -2.752 -0.251
I 0.492 -4.334 -1.596
C -0.419 -2.150 0.376
C -0.166 -1.077 1.257
C 1.134 -0.618 1.523
C -1.324 -0.416 1.890
O -1.306 -0.050 3.020
C -2.498 -0.271 1.010
C -3.325 0.867 0.995
C -3.091 2.086 1.842
C -1.769 2.775 1.610
O -1.778 4.076 2.215
C -4.423 0.851 0.101
C -4.705 -0.242 -0.760
B -5.912 -0.185 -1.771
O -6.358 1.051 -2.212
O -6.532 -1.327 -2.210
C -3.862 -1.364 -0.713
C -2.762 -1.367 0.156
C -1.839 -2.519 0.190
O -2.216 -3.641 0.111
H 4.425 2.035 0.209
H 2.696 1.670 0.163
H 3.341 2.721 1.395
H 3.015 0.749 2.540
H 4.720 0.734 2.231
H 4.172 -1.437 1.758
H 3.871 -0.289 -1.012
H 5.377 -0.202 -0.124
H 4.690 -1.756 -0.533
H 2.805 -2.745 -0.509
H 1.248 0.192 2.215
H -3.194 1.838 2.893
H -3.860 2.808 1.598
H -0.943 2.211 2.022
H -1.588 2.922 0.549
H -1.385 4.001 3.086
H -5.074 1.710 0.055
H -5.579 1.582 -2.420
H -6.517 -1.363 -3.171
H -4.027 -2.224 -1.339
C -3.010 7.413 0.276
C -2.275 6.354 -0.512
O -3.186 5.360 -1.035
C -3.836 5.701 -2.131
O -3.742 6.716 -2.753
C -4.759 4.542 -2.562
F -5.465 4.060 -1.530
F -4.019 3.530 -3.059
F -5.598 4.946 -3.503
H -3.593 6.949 1.071
H -2.295 8.102 0.723
H -3.687 7.982 -0.361
H -1.601 5.801 0.132
H -1.701 6.780 -1.335
C 3.283 -6.894 -0.271
C 4.650 -7.301 0.228
O 5.694 -6.709 -0.577
C 5.960 -5.438 -0.338
O 5.446 -4.719 0.469
C 7.105 -4.972 -1.261
F 6.891 -5.361 -2.521
F 8.261 -5.500 -0.838
F 7.202 -3.647 -1.229
H 3.168 -7.149 -1.325
H 2.503 -7.398 0.298
H 3.139 -5.820 -0.171
H 4.803 -8.374 0.138
H 4.798 -7.023 1.270
*
```

***

Record 6
Molecular formula: C23H28N3
Method: DFT, ωB97M-V/def2-TZVPD

Values from the calculation:
- HOMO level (eV) = -10.3064
- energy above the lowest of the compared OMol25 structures with the same formula, charge and spin (kcal/mol) = 0.0
- LUMO energy (hartree) = -0.149
- gap between HOMO and LUMO (eV) = 6.263
- largest force on an atom (hartree/bohr) = 0.030

Geometry as ORCA input:
```
! wB97M-V def2-TZVPD RIJCOSX def2/J DEFGRID3
* xyz 1 1
C -0.812 -3.687 4.628
N -0.662 -2.676 3.594
C 0.488 -2.468 2.905
C 0.302 -1.416 1.973
C 1.260 -0.930 1.083
C 0.957 -0.063 -0.026
C -0.204 -0.228 -0.827
C -0.552 0.687 -1.812
C 0.277 1.824 -2.044
N -0.096 2.779 -2.947
C -1.174 2.544 -3.880
C -2.317 1.785 -3.236
C -1.815 0.499 -2.590
C 0.823 3.811 -3.372
C 1.675 4.307 -2.223
C 2.379 3.141 -1.540
C 1.484 1.966 -1.300
C 1.824 1.008 -0.360
C -1.068 -0.933 2.184
C -1.800 0.150 1.720
C -3.114 0.335 2.179
C -3.693 -0.556 3.094
C -2.950 -1.626 3.618
C -1.646 -1.772 3.168
H -1.833 -3.653 5.009
H -0.595 -4.682 4.216
H -0.102 -3.510 5.449
H 1.375 -3.073 3.070
H 2.305 -1.052 1.374
H -0.857 -1.093 -0.672
H -1.512 3.521 -4.243
H -0.796 1.973 -4.747
H -2.792 2.415 -2.476
H -3.065 1.553 -3.997
H -1.639 -0.255 -3.373
H -2.593 0.090 -1.931
H 1.475 3.418 -4.172
H 0.225 4.625 -3.798
H 2.411 5.015 -2.607
H 1.043 4.835 -1.502
H 3.226 2.824 -2.167
H 2.801 3.476 -0.587
H 2.769 1.104 0.183
H -1.346 0.845 1.018
H -3.688 1.184 1.808
H -4.727 -0.405 3.404
H -3.355 -2.329 4.346
C 3.492 -3.978 0.576
N 2.525 -2.928 0.282
H 4.151 -3.630 1.376
H 2.981 -4.886 0.914
H 4.106 -4.236 -0.299
H 2.839 -2.344 -0.488
H 1.611 -3.305 0.045
*
```

***

Record 7
Molecular formula: C3H9NS
Method: DFT, ωB97M-V/def2-TZVPD

Values from the calculation:
- HOMO level (eV) = -8.4289
- energy above the lowest of the compared OMol25 structures with the same formula, charge and spin (kcal/mol) = 73.7
- structure (SMILES) = C=N.CCS
- LUMO energy (hartree) = 0.019
- gap between HOMO and LUMO (eV) = 8.936
- largest force on an atom (hartree/bohr) = 0.064

Geometry as ORCA input:
```
! wB97M-V def2-TZVPD RIJCOSX def2/J DEFGRID3
* xyz 0 1
C -1.485 2.313 -0.630
N -0.720 2.635 0.325
H -1.186 2.370 -1.693
H -2.460 1.799 -0.513
H -0.752 -0.315 0.557
H -0.529 3.609 0.524
C 1.418 -1.619 1.477
C 1.299 -1.506 -0.065
S -0.337 -0.796 -0.652
H 0.494 -1.179 1.885
H 2.274 -1.010 1.781
H 1.485 -2.631 1.883
H 1.013 -2.513 -0.394
H 2.210 -1.110 -0.503
*
```

***

Record 8
Molecular formula: C3H4N4O2
Method: DFT, ωB97M-V/def2-TZVPD

Values from the calculation:
- HOMO level (eV) = -9.6211
- energy above the lowest of the compared OMol25 structures with the same formula, charge and spin (kcal/mol) = 60.0
- structure (SMILES) = N#[N+][O-].O=C1CNC=N1
- LUMO energy (hartree) = 0.021
- gap between HOMO and LUMO (eV) = 10.199
- largest force on an atom (hartree/bohr) = 0.089

Geometry as ORCA input:
```
! wB97M-V def2-TZVPD RIJCOSX def2/J DEFGRID3
* xyz 0 1
C 0.524 -0.536 -1.314
C -1.037 0.986 -1.099
C -0.771 0.381 0.347
N -0.181 0.335 -2.003
N 0.487 2.773 -1.531
N 0.169 -0.618 0.035
N 0.637 2.991 -2.621
O 0.591 3.022 -3.756
O -1.978 1.593 -1.409
H 1.287 -1.122 -1.774
H -0.443 1.091 0.988
H -1.656 -0.084 0.858
H 0.917 -0.780 0.689
*
```

***

Record 9
Molecular formula: C41H50N3O6RuS2
Method: DFT, ωB97M-V/def2-TZVPD

Values from the calculation:
- HOMO level (spin up / spin down) (eV) = -10.6304 / -10.9945
- energy above the lowest of the compared OMol25 structures with the same formula, charge and spin (kcal/mol) = 2.6
- LUMO energy (spin up / spin down) (hartree) = -0.148 / -0.184
- gap between HOMO and LUMO (spin up / spin down) (eV) = 6.606 / 5.984
- largest force on an atom (hartree/bohr) = 0.017

Geometry as ORCA input:
```
! wB97M-V def2-TZVPD RIJCOSX def2/J DEFGRID3
* xyz 1 5
Ru -0.096 0.085 0.896
C -1.193 -1.671 1.875
C -1.432 -1.668 0.453
C -0.389 -2.607 -0.135
C 0.223 -3.201 0.935
C -0.281 -2.715 2.181
C -0.042 -3.366 3.512
C 1.454 -3.641 3.724
C -0.782 -4.719 3.464
C -0.604 -2.538 4.669
C 0.011 -2.946 -1.577
C -1.059 -3.788 -2.295
C 1.289 -3.800 -1.560
C 0.327 -1.697 -2.405
C -2.900 -1.566 0.007
C -3.415 -3.021 0.058
C -3.124 -0.988 -1.391
C -3.768 -0.779 1.005
H -1.876 -1.246 2.595
H 1.006 -3.937 0.856
H 1.857 -4.298 2.952
H 1.595 -4.133 4.687
H 2.042 -2.724 3.727
H -0.407 -5.349 2.657
H -1.854 -4.574 3.319
H -0.632 -5.247 4.408
H -0.224 -1.517 4.665
H -0.329 -3.003 5.617
H -1.694 -2.496 4.630
H -1.327 -4.668 -1.708
H -0.643 -4.134 -3.242
H -1.964 -3.230 -2.525
H 1.115 -4.787 -1.127
H 2.099 -3.310 -1.021
H 1.614 -3.951 -2.589
H -0.515 -1.017 -2.493
H 0.617 -2.004 -3.411
H 1.165 -1.141 -1.980
H -2.963 -3.654 -0.698
H -4.494 -3.012 -0.104
H -3.224 -3.465 1.038
H -2.475 -1.423 -2.143
H -2.978 0.089 -1.395
H -4.156 -1.181 -1.691
H -3.928 -1.342 1.925
H -4.748 -0.624 0.553
H -3.360 0.198 1.249
O -1.675 1.333 0.417
C -1.272 1.695 -0.753
N -1.854 2.606 -1.538
C -1.047 2.766 -2.753
C 0.079 1.694 -2.472
O 1.011 1.482 -3.193
N -0.206 1.098 -1.259
C -0.457 4.166 -2.806
C -0.971 5.149 -3.638
C -0.448 6.437 -3.609
C 0.591 6.748 -2.749
C 1.107 5.767 -1.910
C 0.584 4.486 -1.938
C -1.778 2.324 -4.010
C -1.102 2.348 -5.228
C -1.719 1.889 -6.379
C -3.019 1.399 -6.331
C -3.694 1.371 -5.122
C -3.075 1.829 -3.965
H -2.508 3.293 -1.202
H -1.781 4.915 -4.317
H -0.855 7.195 -4.264
H 1.005 7.748 -2.733
H 1.928 6.011 -1.247
H 0.989 3.714 -1.293
H -0.083 2.711 -5.268
H -1.182 1.911 -7.318
H -3.499 1.043 -7.232
H -4.709 0.997 -5.075
H -3.617 1.809 -3.030
C 2.907 3.660 0.825
S 1.986 2.578 1.894
C 1.190 3.784 2.938
O 0.851 2.069 1.000
H 2.226 4.384 0.382
H 3.374 3.037 0.066
H 3.665 4.155 1.432
H 1.949 4.333 3.493
H 0.550 3.231 3.623
H 0.598 4.447 2.308
O 0.652 0.282 3.355
C 1.695 -0.179 2.882
N 1.717 -0.629 1.596
S 3.282 -0.739 1.012
O 3.600 0.454 0.282
O 3.484 -2.010 0.396
C 3.992 -0.647 2.632
C 5.304 -0.845 3.003
C 5.611 -0.682 4.351
C 4.633 -0.330 5.277
C 3.314 -0.133 4.884
C 3.010 -0.300 3.546
H 6.060 -1.123 2.281
H 6.629 -0.836 4.682
H 4.904 -0.215 6.317
H 2.543 0.130 5.595
*
```

***

Record 10
Molecular formula: CH3NO2S2
Method: DFT, ωB97M-V/def2-TZVPD

Values from the calculation:
- HOMO level (spin up / spin down) (eV) = -7.4418 / -11.0864
- energy above the lowest of the compared OMol25 structures with the same formula, charge and spin (kcal/mol) = 63.4
- LUMO energy (spin up / spin down) (hartree) = -0.052 / -0.099
- gap between HOMO and LUMO (spin up / spin down) (eV) = 6.021 / 8.383
- largest force on an atom (hartree/bohr) = 0.041

Geometry as ORCA input:
```
! wB97M-V def2-TZVPD RIJCOSX def2/J DEFGRID3
* xyz 0 3
C -2.287 -0.489 0.157
N 0.130 0.636 -0.123
O -1.683 1.837 1.140
O -1.849 1.607 -1.329
S -3.768 -0.937 0.070
S -1.457 1.086 -0.056
H -0.632 -1.655 0.506
H 0.693 0.906 0.661
H 0.564 0.763 -1.019
*
```